{
  "formula": "F3HN2O2S",
  "method": "ωB97M-V/def2-TZVPD",
  "de_lowest_kj_mol": 111.62,
  "lumo_ev": 0.0,
  "gap_ev": 11.187,
  "smiles": "O=S(=O)(NF)N(F)F",
  "e_tot_ev": -26071.094,
  "symbols": ["O", "S", "O", "N", "F", "N", "F", "F", "H"],
  "xyz": [[1.56, -1.09, 0.10], [0.75, 0.05, -0.07], [1.27, 1.28, -0.54], [-0.85, -0.30, -1.02], [-0.48, -1.21, -2.03], [0.19, 0.50, 1.51], [-0.08, -0.69, 2.23], [-1.01, 1.06, 1.35], [-1.36, 0.40, -1.51]],
  "lowdin_charge": [-0.22, 0.71, -0.25, -0.04, -0.12, -0.14, -0.02, 0.00, 0.09]
}



{
  "formula": "C19H26BBr2CoN3O6PTe",
  "method": "ωB97M-V/def2-TZVPD",
  "de_lowest_kj_mol": 145.88,
  "lumo_ev": [0.9, 1.0],
  "gap_ev": [5.055, 5.077],
  "multiplicity": 4,
  "e_tot_ev": -231856.800,
  "total_charge": -1,
  "symbols": ["Co", "Br", "C", "C", "C", "N", "C", "C", "C", "C", "C", "Br", "C", "C", "N", "H", "H", "H", "H", "H", "H", "C", "C", "C", "O", "C", "O", "O", "H", "H", "H", "H", "H", "H", "H", "B", "C", "N", "H", "H", "H", "C", "C", "O", "P", "O", "Te", "O", "C", "C", "H", "H", "H", "H", "H", "H", "H", "H", "H", "H"],
  "xyz": [[0.49, 0.71, 0.22], [1.68, 7.25, -0.34], [1.36, 5.39, -0.19], [2.39, 4.55, 0.23], [2.11, 3.20, 0.27], [0.94, 2.66, -0.04], [-0.08, 3.50, -0.32], [0.12, 4.87, -0.46], [-1.40, 2.89, -0.42], [-2.59, 3.61, -0.58], [-3.77, 2.91, -0.64], [-5.41, 3.87, -0.78], [-3.79, 1.53, -0.59], [-2.57, 0.90, -0.42], [-1.42, 1.55, -0.31], [3.36, 4.94, 0.51], [2.89, 2.51, 0.59], [-0.69, 5.51, -0.78], [-2.58, 4.69, -0.63], [-4.71, 0.97, -0.66], [-2.50, -0.18, -0.38], [3.93, -0.63, -2.56], [2.97, -0.69, -1.37], [3.32, -1.85, -0.47], [3.07, 0.50, -0.59], [1.51, -0.82, -1.95], [1.27, -1.76, -2.69], [0.73, 0.15, -1.65], [4.96, -0.56, -2.21], [3.70, 0.23, -3.20], [3.80, -1.54, -3.15], [4.35, -1.74, -0.12], [3.24, -2.78, -1.03], [2.66, -1.88, 0.40], [2.96, 1.23, -1.21], [0.96, 1.59, 4.65], [0.75, 1.23, 3.15], [0.59, 1.07, 2.01], [1.88, 0.92, 5.06], [-0.05, 1.30, 5.24], [1.18, 2.78, 4.69], [-3.98, -2.50, -1.11], [-3.39, -2.49, 0.29], [-2.01, -2.82, 0.21], [-0.89, -2.27, 1.26], [-0.12, -1.19, 0.54], [-1.82, -1.85, 3.37], [0.01, -3.60, 1.34], [0.41, -4.26, 0.13], [-0.30, -5.59, 0.00], [-5.02, -2.15, -1.07], [-3.95, -3.50, -1.53], [-3.41, -1.84, -1.77], [-3.90, -3.21, 0.93], [-3.52, -1.51, 0.76], [1.49, -4.43, 0.20], [0.23, -3.63, -0.74], [-0.05, -6.24, 0.84], [0.00, -6.08, -0.93], [-1.38, -5.44, -0.01]],
  "mulliken_spin": [2.69, 0.00, 0.00, 0.00, 0.00, 0.04, 0.03, 0.01, -0.02, 0.00, 0.00, 0.00, 0.00, -0.01, 0.03, 0.00, 0.00, 0.00, 0.00, 0.00, 0.00, 0.00, 0.01, 0.00, 0.01, 0.01, 0.01, 0.04, 0.00, 0.00, 0.00, 0.00, 0.00, 0.00, 0.00, 0.00, 0.02, 0.05, 0.00, 0.00, 0.00, 0.00, 0.00, 0.00, 0.01, 0.06, 0.00, 0.00, 0.00, 0.00, 0.00, 0.00, 0.00, 0.00, 0.00, 0.00, 0.00, 0.00, 0.00, 0.00]
}



{
  "formula": "C6H15N6O2",
  "method": "ωB97M-V/def2-TZVPD",
  "de_lowest_kj_mol": 0.00,
  "lumo_ev": [-3.3, -3.3],
  "gap_ev": [8.322, 8.323],
  "smiles": "[H]/N=C(\\N)[C@H]1C[NH2+]CC/[N+]1=C\\N(O)N[O-]",
  "e_tot_ev": -19489.230,
  "total_charge": 1,
  "symbols": ["H", "N", "C", "N", "C", "C", "N", "C", "C", "N", "C", "N", "O", "N", "O", "H", "H", "H", "H", "H", "H", "H", "H", "H", "H", "H", "H", "H", "H"],
  "xyz": [[1.66, 2.03, 3.05], [1.18, 2.16, 2.17], [1.04, 1.13, 1.46], [1.47, -0.13, 1.67], [0.34, 1.34, 0.10], [1.40, 1.02, -0.97], [0.79, 0.87, -2.31], [-0.21, -0.23, -2.29], [-1.31, 0.18, -1.33], [-0.77, 0.42, -0.01], [-1.36, -0.06, 1.11], [-1.60, -1.35, 1.21], [-2.34, -1.75, 2.30], [-0.60, -2.60, 0.76], [0.34, -2.14, 0.03], [1.16, -0.93, 1.11], [1.88, -0.34, 2.57], [0.02, 2.39, 0.04], [2.14, 1.82, -0.98], [1.88, 0.08, -0.72], [1.52, 0.68, -3.01], [0.31, 1.75, -2.57], [0.28, -1.13, -1.89], [-0.59, -0.42, -3.29], [-1.80, 1.10, -1.69], [-2.07, -0.60, -1.27], [-1.51, 0.57, 1.98], [-2.00, -2.62, 2.57], [-1.26, -3.20, 0.21]],
  "lowdin_charge": [0.06, 0.16, -0.51, 0.16, -0.20, -0.06, 0.07, -0.10, -0.11, -0.08, -0.06, -0.09, 0.04, -0.04, -0.23, 0.05, 0.12, 0.16, 0.16, 0.14, 0.20, 0.19, 0.12, 0.14, 0.14, 0.14, 0.17, 0.12, 0.12]
}



{
  "formula": "C18H40Br14GaO",
  "method": "ωB97M-V/def2-TZVPD",
  "lumo_ev": 1.6,
  "gap_ev": 5.694,
  "e_tot_ev": -1054333.905,
  "total_charge": -1,
  "symbols": ["C", "C", "C", "C", "O", "Ga", "H", "H", "H", "H", "H", "H", "H", "H", "H", "H", "H", "H", "Br", "C", "C", "Br", "H", "H", "H", "H", "Br", "C", "C", "Br", "H", "H", "H", "H", "Br", "C", "C", "Br", "H", "H", "H", "H", "Br", "C", "C", "Br", "H", "H", "H", "H", "Br", "C", "C", "Br", "H", "H", "H", "H", "Br", "C", "C", "Br", "H", "H", "H", "H", "Br", "C", "C", "Br", "H", "H", "H", "H"],
  "xyz": [[-2.90, -1.61, 1.44], [-2.22, -1.07, 0.19], [-1.61, -2.17, -0.72], [-0.08, -2.02, -0.83], [0.52, -2.98, 0.00], [1.80, -2.32, 1.24], [-3.50, -0.81, 1.88], [-3.48, -2.50, 1.23], [-2.12, -1.87, 2.15], [-1.44, -0.39, 0.52], [-2.92, -0.48, -0.39], [-1.84, -3.13, -0.28], [-2.10, -2.14, -1.69], [0.23, -1.01, -0.56], [0.23, -2.19, -1.87], [2.35, -0.86, 0.82], [1.16, -2.23, 2.74], [3.04, -3.34, 1.27], [5.02, -5.37, 1.31], [5.86, -5.53, -0.43], [6.55, -4.25, -0.83], [5.29, -2.88, -1.39], [5.08, -5.81, -1.13], [6.58, -6.34, -0.35], [7.19, -4.43, -1.70], [7.14, -3.83, -0.02], [5.90, -0.87, 3.44], [5.20, -0.55, 5.23], [3.78, -1.04, 5.37], [2.52, 0.12, 4.48], [5.29, 0.51, 5.41], [5.86, -1.10, 5.89], [3.49, -1.06, 6.42], [3.65, -2.03, 4.93], [-4.85, 1.47, 0.94], [-6.47, 1.15, -0.09], [-6.52, -0.25, -0.64], [-5.32, -0.48, -2.16], [-6.49, 1.92, -0.86], [-7.29, 1.31, 0.60], [-7.51, -0.47, -1.02], [-6.23, -0.99, 0.09], [-1.35, -0.47, -4.11], [-2.18, 1.20, -3.54], [-1.77, 2.36, -4.41], [0.04, 2.96, -4.04], [-1.91, 1.34, -2.50], [-3.25, 1.04, -3.62], [-2.41, 3.22, -4.22], [-1.81, 2.12, -5.47], [-7.30, 4.49, -1.65], [-6.07, 5.10, -0.27], [-6.66, 4.97, 1.11], [-7.99, 6.35, 1.46], [-5.80, 6.13, -0.52], [-5.19, 4.47, -0.36], [-5.89, 5.11, 1.86], [-7.14, 4.02, 1.26], [-0.97, 4.51, -7.23], [-2.39, 4.35, -8.55], [-3.73, 4.76, -8.00], [-4.49, 3.41, -6.82], [-2.38, 3.32, -8.90], [-2.11, 5.01, -9.37], [-4.45, 4.87, -8.81], [-3.68, 5.68, -7.43], [7.18, -3.35, 6.66], [8.68, -2.27, 6.03], [9.59, -1.86, 7.16], [8.80, -0.44, 8.23], [8.25, -1.43, 5.50], [9.21, -2.90, 5.32], [10.52, -1.45, 6.76], [9.81, -2.68, 7.83]],
  "lowdin_charge": [-0.12, -0.28, -0.19, -0.40, -0.40, 0.17, 0.00, 0.07, 0.07, 0.10, 0.02, 0.10, 0.05, 0.06, 0.08, -0.10, -0.14, -0.17, 0.60, -0.71, -0.71, 0.61, 0.05, 0.05, 0.05, 0.04, 0.61, -0.71, -0.70, 0.59, 0.05, -0.03, 0.05, 0.06, 0.69, -0.69, -0.67, 0.68, -0.02, 0.06, 0.06, 0.05, 0.66, -0.69, -0.75, 0.59, 0.06, 0.01, 0.04, 0.00, 0.62, -0.68, -0.71, 0.60, 0.05, 0.04, 0.06, 0.03, 0.64, -0.69, -0.69, 0.63, 0.05, 0.05, 0.05, 0.05, 0.64, -0.69, -0.70, 0.60, 0.02, 0.06, 0.06, 0.05]
}



{
  "formula": "C3H9N2O2",
  "method": "ωB97M-V/def2-TZVPD",
  "de_lowest_kj_mol": 149.08,
  "lumo_ev": 4.2,
  "gap_ev": 8.298,
  "e_tot_ev": -10332.830,
  "total_charge": -1,
  "symbols": ["C", "O", "C", "N", "H", "H", "H", "H", "H", "H", "C", "N", "O", "H", "H", "H"],
  "xyz": [[-1.39, -0.02, -0.42], [-0.70, -0.84, -1.26], [-1.02, -0.24, 1.05], [-1.55, 0.83, 1.91], [-1.29, 1.07, -0.64], [-2.49, -0.17, -0.51], [-1.49, -1.17, 1.38], [0.07, -0.34, 1.13], [-1.18, 0.77, 2.85], [-1.20, 1.73, 1.58], [2.47, -0.52, -0.80], [1.61, 0.03, -1.65], [3.53, -0.05, -0.37], [2.13, -1.50, -0.43], [2.00, 0.76, -2.24], [0.49, -0.35, -1.56]],
  "lowdin_charge": [-0.44, -0.30, -0.29, -0.04, 0.09, 0.09, 0.10, 0.09, 0.04, 0.04, -0.52, 0.06, -0.11, 0.11, 0.07, 0.01]
}



Number 4 is which compound?
C18H40Br14GaO